Entry 1:
66
Properties=species:S:1:pos:R:3:forces:R:3 method="wB97M-V/def2-TZVPD" homo_ha=0.0702 orbital_gap_ev=1.157 charge=-2
O -3.3764 -2.8091 -5.4369 0.31 -0.63 0.19
Cl 1.6164 -4.8600 -4.0401 0.07 1.06 0.84
S -0.7001 -3.7396 -2.0096 0.24 1.50 -0.09
F 2.7663 -0.1521 2.2028 -0.45 1.08 -0.24
C 3.3912 -1.5376 -2.3230 -1.27 -0.82 0.09
H -4.1593 0.8644 -1.2583 0.99 -0.76 0.11
C -4.0020 -1.1328 -2.1300 2.65 0.50 1.22
C 1.9498 6.2295 3.1164 0.42 0.11 -2.07
F 3.6612 2.7705 1.9402 -1.02 -1.40 0.84
H -0.8486 0.9406 0.7107 -0.54 0.55 -0.70
H -0.7833 -1.5385 1.5203 0.84 -0.39 -0.64
F 1.5342 3.2164 2.1838 0.94 -1.49 0.46
O 1.3544 -3.7899 1.2786 1.68 -0.89 0.25
H 1.0035 -1.5896 1.6309 -0.43 -0.19 -0.97
C -2.1102 -0.0188 -0.7558 -0.84 -0.69 -0.88
C 1.9088 1.1181 0.2423 0.89 1.17 0.67
F 4.8014 1.1310 3.9145 -1.35 -0.01 0.62
C 2.0101 0.9462 1.8163 -1.01 -0.12 -0.99
H -4.7276 -3.4516 -3.2428 0.92 -0.07 -0.05
F 1.4216 2.0142 4.7232 0.98 -0.26 -1.15
F 0.7156 0.7101 2.3251 1.39 0.15 -0.26
C 1.8934 -3.4147 -3.0262 0.86 2.11 1.19
H -4.6133 3.2367 0.5388 0.90 -0.19 -0.17
H 3.9812 -3.0707 -3.8112 -0.98 0.33 0.63
C 2.5971 2.2728 4.0641 0.72 1.98 1.04
H -2.1770 -4.3332 -4.7386 -0.67 0.60 -0.01
C -1.7856 -2.2873 -1.7162 0.29 1.19 0.59
H -2.9824 4.0206 0.2158 -0.76 -0.87 -0.07
H -5.7723 -1.9802 -2.3841 -0.01 0.42 -0.51
C 1.1388 -1.6861 -1.2498 2.05 -0.38 -1.49
C -2.7755 1.9512 0.8886 0.50 1.98 -0.34
O 1.7882 6.2082 4.3637 -0.23 -0.03 0.95
C -3.6174 -3.5225 -3.1285 0.22 -0.06 0.15
H -2.2222 2.5177 1.6888 -0.58 -0.84 -0.64
C 0.1457 -1.8766 0.9773 -0.56 0.42 1.19
C -1.6658 1.2470 0.0179 -0.58 -1.73 0.07
H -3.3985 -4.4993 -2.6040 -0.10 1.00 -0.44
H 1.3618 -4.6768 0.8686 -0.19 0.61 0.04
F 4.1416 1.8995 5.8576 -0.36 -0.69 -1.22
H 3.8241 -0.0743 0.0135 -1.11 0.39 -0.27
C 0.9181 -2.8882 -2.1004 0.23 0.35 -0.13
O 3.0788 6.4510 2.5325 1.34 0.19 0.71
C 2.4086 -0.9799 -1.3557 0.25 -1.91 -1.51
C 3.1689 -2.7093 -3.1345 -1.18 0.57 1.31
C -1.2132 -1.1888 -0.9212 -3.23 0.42 -1.29
N 0.1210 -1.2199 -0.3356 -0.59 -1.24 -0.45
C 3.7059 1.3332 4.6915 -0.05 -0.19 1.35
C -3.0062 -3.5722 -4.5805 -0.13 0.31 0.98
Cl -3.8597 0.7904 1.7916 0.55 0.29 -0.52
C -3.1175 -2.2906 -2.3034 -0.01 0.68 0.21
H 2.2049 2.1973 0.0864 -0.32 -1.09 0.10
H -5.8460 -0.3965 -2.1051 0.18 -0.17 -0.55
C 2.4940 2.2752 2.4943 -1.05 1.68 -0.45
C -3.5931 3.0796 0.1146 0.49 -0.10 0.05
N -5.3508 -1.0893 -2.6836 0.90 -0.39 1.75
H 4.3850 -1.0359 -2.4524 -1.12 -0.39 0.29
O 1.0097 6.0243 2.2527 -1.62 -0.35 0.34
H 3.3649 0.9498 -1.3555 -0.53 -0.75 0.70
H -3.6711 2.8836 -0.9814 -0.02 0.02 0.92
C -3.4632 -0.0018 -1.3695 0.71 -2.03 -0.54
F 2.9441 3.5541 4.4138 -0.21 -1.71 -0.68
H 0.8517 1.0850 -0.1108 1.26 -0.38 0.46
F 3.1373 0.1278 5.0494 0.98 1.11 -0.77
O 0.0892 -3.3069 0.9519 -1.60 0.86 -0.27
Cl -0.9724 2.4122 -1.2581 -0.17 -0.29 0.75
C 2.9222 0.2622 -0.5757 0.11 -0.11 -0.72

Entry 2:
52
Properties=species:S:1:pos:R:3:forces:R:3 method="wB97M-V/def2-TZVPD" homo_ha="-0.6465 / -0.6466" de_lowest_kcal_mol=49.6 orbital_gap_ev="4.996 / 5.007" charge=+3
H -0.4631 -4.5277 -2.7964 0.03 -0.01 0.01
C 0.5656 -1.4569 -1.8542 0.12 0.01 -0.31
H 0.5903 -1.1606 -5.2227 0.04 0.00 0.01
Cl 2.2715 4.3860 -1.9381 0.28 0.16 -0.11
H -4.1541 -1.0704 0.6869 0.00 -0.01 -0.02
C -0.8776 0.2386 2.2840 0.01 -0.18 0.02
C 3.9291 -3.1490 2.5695 0.00 -0.02 -0.04
H -5.3634 2.9660 -0.3838 0.00 0.02 -0.01
H -4.5342 3.9384 1.7445 -0.02 0.00 0.00
C -2.0433 -0.7993 0.4211 -0.03 -0.02 -0.05
C 2.6948 -2.7858 3.0961 -0.07 -0.03 0.11
H -2.0909 0.7547 3.9681 0.01 0.01 0.01
C -3.2515 -0.1322 2.3903 0.01 0.00 0.02
C 3.8150 3.7035 -1.4637 -0.11 0.23 -0.07
C 3.4879 -1.9109 0.5611 -0.18 -0.07 0.06
C 1.8348 -1.9716 2.3793 0.18 -0.04 -0.16
C -2.0735 0.3346 2.9712 -0.01 -0.03 0.02
C -2.4889 3.5174 1.2970 0.01 -0.12 -0.18
C -4.3036 2.9650 -0.1688 0.06 -0.06 -0.06
Sb 0.9063 -0.5032 -0.0481 -0.91 -0.77 0.35
H -0.1263 -3.5137 -5.0172 -0.08 0.03 0.00
C -2.0891 2.4529 -0.7846 -0.01 0.14 0.17
H -3.7835 2.0082 -2.0395 -0.02 -0.02 -0.01
C -0.8647 -0.3451 1.0109 -0.24 0.27 0.15
C 4.3279 -2.7122 1.3085 0.06 -0.02 -0.01
H 5.2936 -3.0008 0.9162 -0.01 -0.02 -0.02
C 0.1488 -2.7823 -1.7217 0.04 0.08 -0.13
Cl -0.8890 1.8079 -1.9239 0.13 0.16 0.16
C -3.2385 -0.6956 1.1239 0.04 -0.04 -0.03
C 0.0460 -2.9246 -4.1263 0.05 0.03 -0.01
C 2.2307 -1.5791 1.0930 0.64 0.44 0.11
H 4.4836 3.6243 -2.3159 0.00 -0.14 0.04
C -1.5849 2.9819 0.3801 -0.64 -0.07 -0.15
H 1.0892 0.1581 -3.2085 0.02 -0.02 -0.02
S 0.0943 3.0431 0.7887 0.74 0.30 0.48
Cl 3.5221 1.9683 -0.8525 -0.02 0.45 0.24
Cl -1.8062 4.1744 2.7280 0.11 0.01 0.05
H 0.0377 -3.2561 -0.7526 -0.01 -0.01 0.01
H 3.7840 -1.5954 -0.4323 0.00 0.01 -0.01
C -0.1247 -3.5033 -2.8769 0.00 -0.11 0.07
C 0.4662 -1.6045 -4.2441 0.01 0.00 -0.02
C 0.7335 -0.8636 -3.1043 -0.03 -0.03 0.06
C -3.8453 3.5105 1.0283 0.08 -0.03 -0.11
H 4.5851 -3.7899 3.1442 0.01 0.04 0.01
H 0.8719 -1.7064 2.7891 -0.03 0.04 0.03
C -3.4264 2.4190 -1.1052 -0.14 0.06 0.13
Pt 1.1621 2.0130 -0.8844 -0.11 -0.55 -0.74
H 0.0335 0.5880 2.7567 0.00 0.04 -0.03
H -2.0383 -1.2580 -0.5611 0.00 0.03 -0.03
H 2.4031 -3.1383 4.0764 -0.02 -0.01 -0.01
H -4.1809 -0.0718 2.9408 -0.01 0.02 0.00
H 4.2338 4.2546 -0.6272 0.02 -0.13 0.04

Entry 3:
52
Properties=species:S:1:pos:R:3:forces:R:3 method="wB97M-V/def2-TZVPD" homo_ha=-0.3263 de_lowest_kcal_mol=11.3 orbital_gap_ev=9.273
C -2.0018 -2.8893 -0.1397 -0.02 -0.02 -0.02
H -0.6216 -3.3253 -2.7798 -0.02 0.08 0.02
C -0.8590 -2.7460 1.9876 0.10 -0.02 0.08
H -2.2136 1.5017 -0.8987 -0.04 0.03 0.01
C 0.3329 -2.4186 1.3622 0.08 0.01 -0.16
C 1.5954 -1.4811 -3.3397 0.16 0.06 0.06
H -2.5303 1.0687 5.7873 0.00 -0.09 0.04
H -0.8972 -2.8223 3.0640 0.00 0.00 0.10
H 2.1575 0.5170 -3.9562 -0.09 -0.02 -0.12
O 3.5101 -2.9075 -3.1307 0.04 0.07 0.00
H -2.9026 -3.0676 -0.7080 -0.11 -0.02 -0.04
H -3.2594 5.2240 5.0909 -0.02 0.09 0.03
C -0.8157 -2.5662 -0.7657 0.41 0.10 0.28
H -2.9294 -3.2202 1.7565 -0.07 -0.02 0.05
H 5.2572 -1.3355 -1.6552 0.02 0.02 -0.06
H 5.6511 -1.6340 -3.3646 -0.01 0.09 0.07
H 1.3066 -2.0886 -4.2074 0.16 0.08 0.16
C 1.0797 1.4376 -0.1105 -0.33 0.13 0.24
C -2.5736 4.0922 3.4141 0.04 -0.13 -0.09
C -1.1518 1.3529 -1.0119 -0.13 0.01 0.26
C -2.1555 2.8517 2.9360 -0.04 -0.07 0.13
C 0.3385 -2.3334 -0.0186 -0.59 -0.13 0.08
H 5.7007 0.0397 -2.7190 -0.04 -0.04 0.00
H -1.3061 0.7082 -3.0331 -0.05 -0.05 -0.08
C 1.5834 0.9808 -1.3116 -0.11 0.15 -0.11
C -1.7694 2.7732 1.4981 -0.33 0.43 -0.23
C -0.6311 0.8964 -2.2093 0.13 0.04 0.07
H -2.5932 4.9207 2.7223 -0.01 0.06 -0.05
O -2.2973 3.4275 0.6359 0.15 -0.14 0.19
C -0.4975 -2.3903 -2.2184 -0.17 -0.11 -0.25
O 2.5904 -1.7011 -0.6920 0.08 0.09 0.35
N 0.8924 -1.9979 -2.1883 -0.04 -0.17 -0.29
H 0.5039 0.0661 -4.3979 0.03 0.03 -0.01
C -2.9208 3.1678 5.5925 0.00 0.00 -0.06
C -0.2909 1.5993 0.0452 0.13 -0.05 -0.45
C -2.1508 1.7614 3.8059 -0.01 0.25 0.00
C -2.5345 1.9232 5.1293 0.03 -0.05 -0.03
C 5.2033 -0.9255 -2.6652 0.29 -0.24 0.05
H 1.7328 1.6497 0.7210 0.07 0.02 0.11
Cl -1.7272 0.1771 3.2634 -0.08 -0.28 0.16
C 1.2568 0.0119 -3.6096 0.00 -0.07 0.05
H 1.2355 -2.2311 1.9223 0.11 0.03 0.07
C 1.4320 -1.9727 -0.9389 0.12 -0.14 0.06
C -2.9467 4.2553 4.7333 0.00 0.02 0.02
H -3.2109 3.2846 6.6256 -0.03 0.00 0.09
O -0.7438 1.9354 1.3134 0.37 -0.04 -0.04
O 3.8412 -0.6931 -3.0005 -0.12 0.36 -0.13
H 2.6448 0.8301 -1.4262 0.08 -0.05 0.03
C -2.0098 -2.9746 1.2460 -0.11 -0.03 -0.08
C 0.7302 0.6724 -2.3653 0.03 0.18 -0.13
H -1.1219 -1.6217 -2.6842 0.02 -0.03 0.03
C 3.0873 -1.7826 -3.1069 -0.10 -0.44 -0.46

Entry 4:
57
Properties=species:S:1:pos:R:3:forces:R:3 method="wB97M-V/def2-TZVPD" spin_multiplicity=2 homo_ha="-0.1420 / -0.1415" orbital_gap_ev="6.349 / 6.335" charge=-1 s2=0.77
H 4.3849 -1.6374 -0.8578 -0.01 0.01 -0.04
C 3.1118 3.3760 -1.7608 0.22 0.28 0.09
C 1.6700 1.4722 2.4187 0.28 2.21 0.87
H 2.1498 2.2091 3.0477 0.91 -1.15 1.08
S 0.8080 2.6844 1.4940 -2.51 1.45 -1.88
C 4.5938 -0.0983 0.6558 -0.33 -0.42 -0.49
H -4.7947 -3.6980 -0.6581 -0.02 -0.01 -0.03
C -3.4919 -2.0970 2.7896 0.13 0.11 -0.13
H -3.0783 -0.3813 -5.2183 -0.01 0.00 -0.01
C 3.9064 0.7453 1.5071 -0.48 -0.03 0.60
O -2.9953 -1.8478 5.0985 -0.52 -0.27 0.26
H 5.6759 -0.1096 0.6373 0.01 0.07 0.04
C -1.3350 -0.6951 2.6700 0.00 0.08 -0.26
C 2.7269 4.4429 0.7620 -0.14 -0.30 -0.04
H -0.4215 -3.0123 -3.1385 0.01 -0.03 -0.01
H 2.0684 -2.6291 -1.3517 0.13 0.07 0.00
Co 0.0794 0.6120 0.2403 -0.43 -0.02 -1.64
H -3.7321 -2.5289 -1.4765 0.01 0.02 -0.02
S -0.0954 -1.7870 -0.6357 0.29 0.34 -0.32
C -1.0065 -1.2532 -2.0789 -0.05 -0.05 0.05
H -5.3031 -2.0096 -0.8550 -0.01 -0.03 -0.05
C 2.4955 -0.8634 -0.1866 0.22 -0.65 -0.50
O -4.8472 -2.9249 4.4979 -0.05 -0.02 -0.09
H 4.7021 4.7886 -1.9562 -0.03 0.05 -0.02
H 2.5388 4.8529 1.7463 0.09 0.07 0.04
H 3.2508 2.9574 -2.7490 0.00 -0.02 0.00
C 3.9127 4.4104 -1.3175 -0.16 -0.12 -0.04
H 0.7495 1.0340 2.7817 0.52 -0.98 0.92
C 3.7088 4.9646 -0.0558 0.21 0.20 0.07
C 2.5062 0.6954 1.5395 1.96 -1.37 -0.63
C -2.4966 -0.6335 -4.3394 -0.08 0.02 0.05
H 1.6517 -1.0824 -2.1325 0.06 0.01 -0.01
N -2.6897 -1.6180 0.7528 0.08 -0.07 -0.23
C -3.7983 -2.3005 0.6186 -0.04 -0.03 0.04
H 4.3223 5.7893 0.2849 -0.02 0.01 0.00
C 2.1120 2.8272 -0.9440 -0.39 -0.48 0.09
C 1.6603 -1.6309 -1.1908 -0.43 -0.04 0.19
C 1.9456 3.3565 0.3526 0.89 0.37 -0.26
O -1.1748 -0.7480 3.9159 0.26 0.23 -0.18
N -4.3219 -2.6127 1.8303 0.10 0.08 0.18
S -1.8613 1.0994 -0.7875 -0.38 0.00 0.06
C -2.5294 0.1990 -3.2402 0.04 -0.18 -0.11
H -1.7009 -2.4544 -5.1814 0.01 0.01 -0.01
C -3.8303 -2.3169 4.2094 -0.01 -0.04 0.33
H 4.4225 1.4017 2.1949 0.05 0.02 -0.04
C -4.4488 -2.6636 -0.6691 0.06 0.05 0.02
C -1.0008 -2.0982 -3.1866 -0.08 0.04 -0.06
C -2.4795 -1.4690 2.0930 -0.07 -0.05 0.13
H -3.1281 1.0999 -3.2493 0.01 0.04 -0.03
H -5.1674 -3.1069 2.0650 0.00 -0.02 -0.04
C 3.8799 -0.9530 -0.1911 0.21 0.43 0.50
O -0.5898 -0.0142 1.9235 -0.70 -0.50 0.92
C -1.7761 -0.0668 -2.0820 0.12 0.14 0.31
C -1.7239 -1.7923 -4.3249 0.03 -0.10 -0.06
S 1.1193 1.5542 -1.6007 0.00 0.11 -0.11
N 1.8654 -0.0645 0.6539 -0.14 0.41 0.60
H -2.2001 -1.3735 4.6349 0.19 0.05 -0.12